Below is an isolated ion of composition C9H17N2O and charge +1 in a non-equilibrium geometry, with properties calculated with wB97M-V/def2-TZVPD.

Calculated values
Energy above the lowest of the compared OMol25 structures with the same formula, charge and spin (eV): 1.930
Total charge: +1
SMILES string: COc1[nH+]c(C)cn1C(C)(C)C

```
29
Properties=species:S:1:pos:R:3:forces:R:3
C -3.2170 -1.0519 -0.9388 1.103 1.699 0.481
O -1.7692 -0.6277 -0.8691 -0.034 -0.708 0.585
C -1.1375 -0.2244 0.1830 4.902 2.577 -0.316
N -1.3285 -0.2998 1.5049 -1.837 -0.127 -1.236
C -0.2312 0.2067 2.2226 1.417 0.576 0.469
C -0.1353 0.1571 3.7771 -2.258 -0.371 -3.250
C 0.7029 0.6455 1.3107 -1.074 -0.935 1.937
N 0.2277 0.5268 0.0294 -3.833 -2.528 0.306
C 1.1203 0.3100 -1.1679 -0.844 0.016 0.482
C 2.2294 1.3326 -1.1598 0.496 -0.676 1.910
C 0.2064 0.4454 -2.3826 -0.026 2.719 1.813
C 1.6607 -1.0899 -0.9635 -0.452 -1.838 -1.211
H -3.5615 -0.0678 -1.4424 -0.666 -2.225 1.051
H -3.5182 -1.3173 0.1114 -0.323 0.649 -1.209
H -3.2441 -1.9716 -1.5467 0.033 0.772 0.067
H -2.3103 -0.4960 1.8149 1.650 0.142 0.284
H 0.0911 -0.8890 4.0080 -0.273 0.460 0.700
H 0.6068 0.8554 4.0301 1.035 0.630 0.712
H -1.1379 0.5640 4.0522 0.850 -0.731 0.747
H 1.7233 0.8990 1.6305 -0.654 0.201 -0.726
H 3.1769 0.8415 -1.0849 0.656 -0.466 0.400
H 2.3616 1.9078 -1.9935 -0.399 1.328 -2.598
H 2.1940 2.0595 -0.3702 -0.240 0.177 0.655
H -0.1398 -0.4694 -2.6948 -1.169 -1.961 -0.709
H -0.6104 1.1681 -2.0567 0.869 -0.973 -0.979
H 0.7665 0.8882 -3.1571 0.505 0.526 -1.089
H 0.6872 -1.7860 -1.0739 2.549 1.010 0.524
H 2.4059 -1.3462 -1.8173 -1.278 0.249 1.525
H 2.1803 -1.1706 0.0444 -0.705 -0.192 -1.323
```
Positions in Å, forces in eV/Å.